Entry from the OMol25 dataset: 2 unconnected molecules or ions with the total composition C11H16FN2O3 (wB97M-V/def2-TZVPD).

Properties
F_max ... 0.44 eV/Å
Energy above the lowest of the compared OMol25 structures with the same formula, charge and spin ... 102.8 kcal per mole
Energy ... -863.7114 Eh
Gap between HOMO and LUMO ... 5.25 eV

ORCA input file:
```
! RIJCOSX wB97M-V def2-TZVPD def2/J DEFGRID3
* xyz -1 1
H -5.1875 2.4291 1.7878
H -2.3527 1.4763 0.1394
C 3.6868 -2.6297 -1.1739
H -1.7842 3.2419 2.5544
C 3.6547 -2.1890 -3.9187
C -3.4226 1.1948 2.0044
H 5.5489 -3.6427 -1.5139
H 3.6134 -1.9996 -4.9828
C -1.4239 2.7476 1.6358
H 0.5837 2.1146 0.1032
C -2.6692 2.0770 0.9977
H -5.1872 -0.2670 1.1108
H -1.1214 3.5808 0.9421
H -3.3408 2.8505 0.5975
H -3.2473 0.1341 1.7750
O -5.6661 0.5671 1.1710
H 1.8281 -1.5435 -1.1205
H 3.6900 -2.7861 -0.1031
H -2.9822 1.3405 2.9961
C 4.7250 -3.1049 -1.9650
N -0.3578 1.8756 1.9854
C -4.9305 1.4052 2.0737
H -5.2983 1.2463 3.0962
O 1.7468 -1.4221 1.4021
C 2.6257 -1.9349 -1.7370
F 1.6157 -1.0581 -3.6748
C 4.7063 -2.8831 -3.3355
H 5.5145 -3.2475 -3.9577
O 1.5344 0.6545 1.1491
N 1.3286 -0.4395 1.9313
C 2.6379 -1.7309 -3.1022
H -0.3088 0.5799 0.2710
C 0.2400 1.3630 0.8610
*
```


Entry from the OMol25 dataset: 2 unconnected molecules or ions with the total composition C3H10O2 at a distorted geometry (wB97M-V/def2-TZVPD).

Properties
F_max ... 5.33 eV/Å
SMILES string ... CCCO.O
Energy above the lowest of the compared OMol25 structures with the same formula, charge and spin ... 30.1 kcal per mole
Energy ... -270.7238 Eh
Gap between HOMO and LUMO ... 11.01 eV

ORCA input file:
```
! RIJCOSX wB97M-V def2-TZVPD def2/J DEFGRID3
* xyz 0 1
O -2.5358 -2.2141 0.6231
C 1.7075 0.0543 -1.0347
H 2.3719 0.6948 -1.8155
C 0.5180 0.8423 -0.5754
H 2.2981 0.0660 -0.0837
H -0.4572 1.9730 1.7454
O -0.7664 1.1362 1.4486
H -3.0312 -1.4016 0.4617
H -0.3588 0.8105 -1.2176
H -0.7073 -0.5275 0.5514
H 0.7793 -0.1487 1.4901
C 0.0977 0.2617 0.7346
H 1.5672 -0.8550 -1.4833
H -2.3446 -2.6130 -0.2364
H 0.8616 1.9210 -0.6082
*
```


Entry from the OMol25 dataset: a molecular structure, C48H55N5O3P2S2Sr at a distorted geometry (wB97M-V/def2-TZVPD).

Properties
F_max ... 4.09 eV/Å
Energy above the lowest of the compared OMol25 structures with the same formula, charge and spin ... 0.0 kcal per mole
Energy ... -3870.9591 Eh
Gap between HOMO and LUMO ... 7.07 eV

ORCA input file:
```
! RIJCOSX wB97M-V def2-TZVPD def2/J DEFGRID3
* xyz 2 1
C 0.3538 2.4175 -4.8771
C -2.3852 3.2106 2.3836
N 4.0341 -3.4980 -0.3230
H -3.7030 -4.0010 2.9269
H 6.0847 3.2550 0.2731
H 3.2712 -1.5418 3.9205
C -2.1098 -4.5829 5.6203
H -6.6099 4.5355 -1.8376
H -2.1349 1.9280 4.1046
C 3.7814 -0.8216 3.2781
C 3.4850 -2.6046 -1.1262
H 0.3173 -2.1154 3.9900
H 3.9071 1.3047 2.9606
C -2.1085 2.1471 0.2466
H -5.5430 -2.3605 2.9091
C -5.4702 4.6294 -3.6334
C 0.7132 3.9522 -6.7257
C -1.1930 -5.0694 4.6767
H 3.7701 -2.2306 1.7360
C 5.0977 3.5047 -1.6831
C -3.9771 -3.4869 2.0245
N 3.6185 -1.2073 1.8574
H -4.7989 3.4441 -0.5263
C 1.3753 4.8086 -5.8366
C -0.3825 -4.1579 3.9680
H 0.6265 1.7685 2.1772
S 3.9224 -0.9721 -1.0875
H -0.6981 2.4010 -6.7739
H -1.0557 -1.3052 5.7525
H 0.0580 1.4222 -4.5550
C 5.1724 3.5171 -0.2933
C -3.1942 -3.7359 0.8879
H -2.0412 -5.3051 1.8367
H -5.2644 -2.1714 -1.4095
C 2.1117 -4.1993 -2.2723
H -6.3825 -1.5611 0.7211
C -1.8286 0.8750 2.2645
H -0.2580 5.2004 -2.2068
H 2.0835 4.6849 0.2226
O -0.4241 -2.4253 1.2654
H -2.7055 4.0946 2.9124
C -1.1829 -2.3673 5.4384
H 4.8602 -0.9512 3.5488
C 4.4320 -5.8364 0.2407
C -0.4634 4.5399 -1.3983
O -2.2332 0.7441 -2.1512
H 0.4935 -5.5812 2.7034
C -2.0110 -4.6508 0.9395
H 1.3626 -4.0090 2.8464
C -0.3806 -2.8139 4.4091
C 2.6155 3.4114 -1.5174
H 1.9819 -2.1261 -2.3984
C 0.0644 2.8774 -6.1755
O 0.7188 0.9227 -2.1041
C -5.5284 -2.1976 0.7522
H 2.1147 1.6433 1.6364
H -6.3240 4.8721 -4.2461
C 0.3762 -4.4947 2.7664
H -3.9445 5.2188 -5.0062
H -2.2021 3.7261 -3.9420
H 5.3684 -5.3825 0.5851
H 4.7334 -6.7358 -0.3306
H -1.2213 -6.1362 4.4135
H 5.9875 3.5451 -2.2785
C 2.8407 4.0988 -0.2990
H 3.7488 -6.1771 1.0611
C -5.6591 4.2666 -2.2904
H 3.7854 3.2721 -3.3693
H 1.5079 -4.1190 -4.3772
C -4.1991 4.6190 -4.1333
C -4.6451 3.6419 -1.5928
H 0.6479 4.2024 -7.7610
P -2.1752 2.1440 -1.5637
H 3.7585 0.8091 4.6203
H 1.0247 -5.5399 -3.5185
C -2.1185 2.0053 3.0215
H 1.6639 5.7693 -6.1848
C 0.9891 3.2763 -4.0015
H -1.5572 -0.0307 2.7508
C -4.8958 -2.5549 -0.4497
C 1.4916 4.5102 -4.4715
C -3.1867 3.8884 -3.4848
C 1.8764 1.0106 3.6031
P 1.0230 2.4690 -2.2774
C -2.2979 3.2909 1.0042
H -2.7971 -5.2297 6.1270
C -3.7149 -3.2895 -0.3585
C 1.1588 -4.4474 -3.3757
H 4.2291 4.7391 1.2327
H 1.2479 0.2706 4.0934
C 4.0939 4.1643 0.3168
C -5.0925 -2.6803 1.9704
H 0.2646 4.6600 -0.6011
H -3.1532 -3.5632 -1.2531
H 4.3618 -0.8244 1.2561
H 0.2006 -4.0157 -3.1266
C 3.7288 -4.8084 -0.6033
C 3.3787 0.6318 3.6122
N 2.4052 -2.9173 -1.9457
H -2.4226 4.2554 0.4819
C -1.8920 0.9451 0.8644
H -2.8736 -2.8841 6.6677
H 1.7043 1.9046 4.2357
H -1.7724 0.0569 0.2574
C 2.7927 -5.1795 -1.5674
H 1.9693 5.1958 -3.7948
H 2.5423 -6.2582 -1.7537
C 3.8321 3.3605 -2.2715
H -1.4288 4.8743 -0.9812
H -1.9993 -5.2877 0.0310
N 1.3536 1.1256 2.1693
S -0.2596 -3.9493 1.0578
C -2.1161 -3.2267 5.9844
Sr 1.4281 -0.9717 0.5666
N -0.5415 3.1411 -1.8575
C -3.3851 3.3898 -2.2020
*
```


Entry from the OMol25 dataset: a molecular structure, H18KrO9 (wB97M-V/def2-TZVPD).

Properties
F_max ... 0.93 eV/Å
Energy above the lowest of the compared OMol25 structures with the same formula, charge and spin ... 16.9 kcal per mole
Energy ... -3441.5541 Eh
Gap between HOMO and LUMO ... 10.74 eV

ORCA input file:
```
! RIJCOSX wB97M-V def2-TZVPD def2/J DEFGRID3
* xyz 0 1
H -1.5264 -3.3782 1.8652
Kr -1.3316 0.5254 -0.1969
H 2.0877 2.1081 -0.6068
H -3.5560 1.3907 -2.7059
O -0.0693 1.7938 -3.7083
H 1.3430 -3.7802 -0.2977
H -2.2298 -3.5470 0.5353
H 0.8948 0.5591 3.0063
H 0.8426 3.3691 1.2316
O 1.2986 0.4288 3.8644
O 2.4510 -0.9226 0.2856
H -3.1893 0.3138 -3.7048
H -0.1808 2.5493 -4.2854
H -2.5125 -0.5543 2.9406
H 0.9689 -2.3286 -0.5093
O 1.2067 -3.1258 -0.9828
H 2.2037 2.8931 1.6931
O 2.3351 1.4101 -1.2133
H -0.9407 1.6400 -3.3432
O -2.9091 1.1677 -3.3752
O -1.9293 -2.8808 1.1535
O -3.2329 -1.0221 2.5181
H -2.8054 -1.7055 2.0020
H 1.7620 1.5351 -1.9697
H 2.5885 0.0000 0.0707
H 3.0642 -1.0966 0.9997
O 1.7058 3.1140 0.9059
H 1.6606 -0.4566 3.8272
*
```


Entry from the OMol25 dataset: 2 unconnected molecules or ions with the total composition C7H16N2O2S at a distorted geometry (wB97M-V/def2-TZVPD).

Properties
F_max ... 3.64 eV/Å
Energy above the lowest of the compared OMol25 structures with the same formula, charge and spin ... 73.2 kcal per mole
Energy ... -934.3544 Eh
Gap between HOMO and LUMO ... 8.00 eV

ORCA input file:
```
! RIJCOSX wB97M-V def2-TZVPD def2/J DEFGRID3
* xyz 0 1
H 0.0996 -2.3295 1.5687
H -3.7554 0.1698 -1.0227
O -2.4673 -2.2381 0.2194
C 0.5588 2.3683 2.4094
C -0.2305 -1.1699 -0.2572
H -0.2041 -1.5388 -2.3945
H -0.6809 -2.8103 -1.3748
H 2.1829 1.9582 0.9627
N 2.2368 0.3660 -0.9225
H 1.0598 -2.2803 -1.5766
N 1.2015 1.7938 1.1793
S -1.9922 -0.8419 0.2672
H 0.1355 3.2006 1.9095
H 1.1451 2.6706 3.2446
C 0.0302 -1.9909 -1.4554
C 0.5188 -1.5464 0.9951
C 0.3837 1.5575 0.1440
C 0.8987 0.7864 -0.9604
H -0.1606 1.6571 2.9046
H 0.4683 -0.6225 1.7152
H 0.4462 0.8745 -1.9564
C -2.6764 -0.0523 -1.1973
H -2.6399 -0.6509 -2.0667
H 2.4250 0.0266 -0.0580
H -2.1157 0.7826 -1.5196
O -0.7365 1.9687 0.0733
H 1.5737 -1.7429 0.7135
H 2.2950 -0.3662 -1.5446
*
```


Entry from the OMol25 dataset: a molecular structure, C44H56Br2MgN5O2P2 (wB97M-V/def2-TZVPD).

Properties
F_max ... 0.86 eV/Å
Energy above the lowest of the compared OMol25 structures with the same formula, charge and spin ... 0.0 kcal per mole
Energy ... -8165.3584 Eh
Gap between HOMO and LUMO ... 5.82 eV

ORCA input file:
```
! RIJCOSX wB97M-V def2-TZVPD def2/J DEFGRID3
* xyz 1 1
H 0.5470 -4.5923 1.4202
H 3.7917 1.3133 -0.1972
C 1.4651 -0.2922 -2.6527
H -0.1012 4.9937 -1.4805
C 1.7692 1.7029 0.4330
O 0.4753 -1.5506 0.9590
H 1.0299 3.6732 3.1268
C -1.1052 2.0153 4.0085
H -1.2259 -3.0396 -2.9972
C 2.7280 0.7461 -4.4583
C -2.9759 1.1786 -1.5118
H 0.4350 3.3205 -1.2636
H -0.7019 -3.5624 -5.2307
H -0.3570 5.4175 1.7101
C 0.1474 4.2287 -0.7412
H 3.4733 3.7869 3.2746
Br -4.4370 4.5078 -3.4692
N -2.4974 -0.9278 -0.5243
H -3.3701 1.8020 2.3706
N -1.0851 -1.4560 4.1690
H -1.2356 3.8857 3.0125
H 6.2394 -2.4869 2.5151
H 1.8587 -1.1841 -4.5600
C 3.0190 -3.5172 2.6296
N -1.6632 1.1845 -1.7797
C -3.0634 2.8128 2.6540
H -1.6085 1.0553 4.0013
H 3.1336 0.6988 -5.4602
H 2.5930 2.7911 -1.7750
P 0.4256 -1.6557 -2.0454
C 2.0009 -0.3085 -3.9449
H 0.5868 -4.7661 -2.5084
H -2.1278 5.2645 1.6401
H 2.0328 -2.7721 -0.7111
O -1.6327 -0.5313 2.1521
C -1.5411 2.8600 2.8137
C -1.9753 3.1035 -3.1682
C -3.3108 3.1429 -2.8135
H -4.4031 -3.5178 0.4412
C 1.6403 -3.0407 -1.6912
H 0.2851 -0.2154 5.1705
C 0.8895 -4.3672 -1.5414
H 0.4887 -0.3284 3.4146
H -2.0215 -2.8157 0.0905
C 5.1742 -2.4946 2.3255
C -1.2127 5.2663 1.0489
H -0.0132 -4.2496 -0.9343
H -1.2621 6.1265 0.3775
C -5.1394 -1.5748 -0.1318
H 3.4015 -2.2245 -2.6619
C 4.5984 -1.5118 1.5307
C -3.4520 -0.0387 -0.8158
C -1.0348 4.0039 0.2081
Br -6.9546 -2.0032 0.1749
H -2.1270 -1.5901 -4.8305
H -1.9431 3.8559 -0.3867
C 2.4354 1.9037 -2.3738
H -2.1180 -0.7936 -3.2557
C -4.7982 -0.3202 -0.6052
H 3.4754 2.7187 -4.0451
C 3.7731 2.5472 1.5390
C -4.1541 -2.5226 0.1030
C -1.1915 2.1036 -2.6108
C -1.4846 -1.1978 -4.0392
H 3.5295 -3.9239 -2.2034
H -0.8753 -3.5455 1.6476
H 0.2213 -3.8683 2.9960
C 0.1649 -3.7013 1.9202
H 2.5855 -3.4647 -3.6199
P -0.8058 2.3746 1.1622
H -4.8856 2.1667 -1.7448
H 4.8541 2.6052 1.5833
C 0.0770 -3.0302 -4.6799
C 3.1721 1.8158 0.5355
N -3.1858 -1.7437 3.2875
C 0.9969 2.3876 1.4048
H 1.0164 4.5719 -0.1780
C -3.8334 2.1604 -1.9875
C 2.9292 1.8667 -3.6591
H 0.9851 -1.6746 4.4599
C -2.8425 -2.1321 -0.0914
C 3.2385 -1.5296 1.2896
H 5.2119 -0.7325 1.0975
C 0.9886 -2.5009 1.5325
C -1.9335 -1.1952 3.1425
H -3.4148 3.5022 1.8826
Mg -0.5529 -0.0468 -0.1003
H 0.5339 -2.3303 -5.3776
N 1.1539 0.9230 -0.5425
H -1.4467 -1.9567 4.9618
C 3.0042 3.2090 2.4893
C 1.6269 3.1273 2.4062
H -0.8873 -0.3855 -4.4578
H 4.8285 -4.2655 3.4869
C 2.4324 -2.5263 1.8397
H -5.5687 0.4029 -0.8255
C 2.8545 -3.1648 -2.6073
H 2.4264 -4.3107 3.0673
H 0.8246 -3.7611 -4.3822
C -0.5814 -2.3079 -3.4998
C 4.3811 -3.4958 2.8721
C 0.2442 -0.8875 4.3135
H -0.1383 2.0342 -2.8562
H -3.5594 3.0735 3.5912
H -1.3754 2.5249 4.9366
H -0.0301 1.8473 4.0169
H 2.7714 -0.7824 0.6626
C 1.7007 0.8311 -1.8100
H 1.5295 -5.1132 -1.0649
H -3.8914 -1.4098 2.6552
H -3.5135 -2.0289 4.1943
H -1.5498 3.8295 -3.8457
*
```